[1]
The following is a DFT calculation (ωB97M-V/def2-TZVPD) of a 2-piece molecular cluster, C16H17NO overall at a distorted geometry.

Atoms and positions in Å:
1 C -1.070 1.005 -1.769
2 C -2.744 -0.637 -0.570
3 C -1.507 -0.386 -1.273
4 C -1.734 -2.597 -0.994
5 C -0.856 -1.528 -1.454
6 C -1.341 -4.020 -0.922
7 C 0.309 -2.012 -2.139
8 C -0.098 -4.319 -1.382
9 C 0.589 -3.359 -2.197
10 N -2.881 -2.046 -0.535
11 H -3.519 0.054 -0.244
12 H -3.799 -2.480 -0.589
13 H -1.058 1.857 -1.048
14 H -1.574 1.598 -2.677
15 H -2.090 -4.769 -0.594
16 H 0.923 -1.371 -2.758
17 H 0.389 -5.275 -1.401
18 H 1.550 -3.527 -2.664
19 H -0.082 0.942 -2.097
20 C 1.283 4.130 3.793
21 C 1.542 1.335 0.569
22 C 1.584 0.892 1.965
23 C 1.305 2.759 0.207
24 C 1.390 1.846 2.937
25 C 1.214 3.728 1.208
26 C 1.237 3.247 2.568
27 O 1.601 0.564 -0.533
28 H 1.837 -0.107 2.169
29 H 1.252 -0.361 -0.237
30 H 1.101 3.061 -0.778
31 H 1.165 1.774 3.998
32 H 1.080 4.731 0.995
33 H 2.046 4.804 4.043
34 H 1.247 3.572 4.727
35 H 0.269 4.795 3.881

Its maximum force is 7.3 eV/Å. The calculation puts the energy above the lowest of the compared OMol25 structures with the same formula, charge and spin at 329.5 kJ/mol. The total energy comes out at -749.7748 hartree. The SMILES is Cc1c[nH]c2ccccc12.Cc1ccc(O)cc1. The calculation puts the LUMO energy at 0.0302 Ha.

---

[2]
The following is a DFT calculation (ωB97M-V/def2-TZVPD) of a 2-piece molecular cluster, C2HN4S overall at a distorted geometry.

Atoms and positions in Å:
1 C 0.187 0.217 -0.271
2 C -0.067 -1.246 1.463
3 N 1.054 1.251 -0.371
4 N -0.766 0.275 -1.200
5 N 0.565 1.903 -1.419
6 N -0.456 1.324 -1.844
7 S -0.456 -2.753 1.177
8 H -0.062 -0.970 2.464

Its maximum force is 5.2 eV/Å. The calculation puts the energy above the lowest of the compared OMol25 structures with the same formula, charge and spin at 364.2 kJ/mol. The net charge is -1. The total energy comes out at -693.8979 hartree. The calculation puts the LUMO energy at 0.1133 Ha.

---

[3]
The following is a DFT calculation (ωB97M-V/def2-TZVPD) of C25H16Br4MnN4O2S as an isolated structure at a distorted geometry.

Atoms and positions in Å:
1 Mn -1.401 0.261 -0.742
2 N -3.151 -1.181 -0.931
3 C -3.413 -2.463 -0.327
4 C -4.561 -3.176 -0.579
5 C -4.761 -4.435 0.006
6 C -3.810 -4.980 0.825
7 C -2.631 -4.266 1.125
8 C -1.618 -4.764 1.971
9 C -0.531 -3.974 2.234
10 C -0.461 -2.696 1.660
11 N -1.359 -2.207 0.839
12 C -2.437 -2.976 0.555
13 H -3.927 -0.550 -0.703
14 H -3.206 -1.284 -1.950
15 H -5.320 -2.770 -1.233
16 H -5.673 -4.973 -0.205
17 H -3.946 -5.958 1.263
18 H -1.716 -5.750 2.406
19 H 0.270 -4.308 2.874
20 H 0.385 -2.068 1.911
21 Br -0.556 6.399 -3.682
22 C -1.232 4.740 -3.110
23 C -2.493 4.315 -3.549
24 Br -3.510 5.383 -4.711
25 C -3.008 3.089 -3.130
26 Br -4.686 2.448 -3.693
27 C -2.266 2.286 -2.272
28 O -2.616 1.132 -1.801
29 C -0.968 2.707 -1.833
30 O -0.389 1.843 -1.063
31 C -0.472 3.939 -2.256
32 Br 1.232 4.446 -1.637
33 S 4.164 -0.190 2.450
34 C 2.647 -0.092 1.508
35 C 2.521 -0.701 0.264
36 C 1.278 -0.731 -0.343
37 N 0.186 -0.190 0.205
38 C 0.323 0.444 1.376
39 C 1.522 0.522 2.055
40 C 5.001 1.214 1.686
41 C 5.770 1.051 0.550
42 C 6.329 2.191 -0.012
43 N 6.157 3.390 0.501
44 C 5.458 3.537 1.604
45 C 4.854 2.468 2.251
46 H 3.368 -1.171 -0.209
47 H 1.131 -1.238 -1.294
48 H -0.589 0.888 1.784
49 H 1.581 1.030 3.003
50 H 5.940 0.078 0.120
51 H 6.928 2.137 -0.908
52 H 5.367 4.544 1.986
53 H 4.298 2.608 3.162

Its maximum force is 3.8 eV/Å. The net charge is +1. The total energy comes out at -13176.8247 hartree. Its spin multiplicity is 5. As for the expectation value of S²: 6.05. The calculation puts the LUMO energy (spin up / spin down) at -0.1701 / -0.1678 Ha.

---

[4]
The following is a DFT calculation (ωB97M-V/def2-TZVPD) of a 3-piece molecular cluster, C6H13O2 overall at a distorted geometry.

Atoms and positions in Å:
1 C 1.797 1.166 0.358
2 O 2.733 0.243 0.882
3 C 0.398 0.864 0.747
4 C -0.040 -0.415 0.138
5 C -1.540 -0.627 0.508
6 C -3.565 0.154 -0.976
7 C -2.436 -0.654 -0.729
8 H 1.962 1.120 -0.723
9 H 2.048 2.187 0.782
10 H 0.289 0.741 1.840
11 H -0.323 1.600 0.391
12 H -0.092 -0.266 -0.967
13 H 0.585 -1.310 0.336
14 H -1.586 -1.595 1.032
15 H -1.948 0.183 1.103
16 H -2.311 1.065 -0.917
17 H -4.052 0.407 0.001
18 H -1.993 -1.328 -1.468
19 H 3.299 -0.483 -0.269
20 H 3.064 -1.868 -1.118
21 O 3.712 -1.185 -0.951

Its maximum force is 3.4 eV/Å. The calculation puts the energy above the lowest of the compared OMol25 structures with the same formula, charge and spin at 681.5 kJ/mol. The net charge is -1. The total energy comes out at -386.6999 hartree. The calculation puts the LUMO energy at 0.0948 Ha.